9
Properties=species:S:1:pos:R:3:forces:R:3:lowdin_charge:R:1 method="wB97M-V/def2-TZVPD" mol_weight_g_mol=74.1 homo_energy_ev=-2.9 e_lumo_ev=3.910 multiplicity=1 total_energy_ha=-283.74870 charge=-1 orbital_gap_ev=6.831 e_above_lowest_ev=4.4168
C -2.008137 0.177314 0.144745 -1.0 -0.7 0.5 -0.1028
C -0.707824 0.048032 0.052465 1.2 4.5 0.2 -0.0776
N 2.875461 -0.089488 -0.574510 0.1 0.2 0.4 -0.3914
O 3.224706 0.754776 0.303687 -0.6 -1.0 -0.6 -0.2739
O 2.103179 -1.019567 -0.221139 0.6 0.8 0.1 -0.2700
H -2.727184 0.939153 0.372280 0.4 0.9 0.2 0.0240
H -2.467946 -0.785106 0.099512 -0.9 -0.6 -0.4 0.0202
H -0.418599 -0.855026 -0.279687 1.6 -3.0 -0.6 -0.0104
H 0.126347 0.829915 0.102645 -1.5 -1.1 0.1 0.0818

***

6
Properties=species:S:1:pos:R:3:forces:R:3:lowdin_charge:R:1 method="wB97M-V/def2-TZVPD" mol_weight_g_mol=74.1 homo_energy_ev=-9.5 e_lumo_ev=-1.563 multiplicity=1 total_energy_ha=-550.78535 smiles="O=CC=S" orbital_gap_ev=7.935 e_above_lowest_ev=0.0787
O -0.916830 1.487129 -1.457011 -0.2 -0.3 -0.3 0.0712
C -0.519167 1.028160 -0.427372 1.0 0.0 0.9 -0.3323
C 0.019152 -0.385030 -0.266063 -0.8 0.4 -0.4 -0.6413
S 0.682461 -1.025006 1.028445 0.2 0.3 0.5 0.7549
H -0.423219 1.640614 0.483899 -0.2 0.0 0.2 0.1080
H -0.161420 -0.996340 -1.122329 0.0 -0.3 -0.8 0.0396

***

7
Properties=species:S:1:pos:R:3:forces:R:3:lowdin_charge:R:1 method="wB97M-V/def2-TZVPD" mol_weight_g_mol=86.1 homo_energy_ev="-9.2 / -9.3" e_lumo_ev="-2.227 / -2.279" multiplicity=1 total_energy_ha=-588.63219 orbital_gap_ev="6.991 / 7.055" e_above_lowest_ev=6.8196
C -0.857933 0.149754 -0.667221 5.3 -2.4 0.2 0.0513
C 0.066911 -0.899027 -0.241858 -2.6 1.5 -1.8 -0.1266
C 0.528925 0.619082 -0.672548 -2.4 3.7 0.5 -0.2327
O 1.175729 -0.459472 -0.971308 1.7 -2.9 -0.1 0.0260
S 0.476863 1.317051 2.047354 0.1 -0.1 -0.7 0.1361
H -1.619906 0.634385 -0.194521 -2.3 0.8 1.2 0.0469
H 0.229411 -1.361772 0.700102 0.2 -0.5 0.7 0.0990

***

12
Properties=species:S:1:pos:R:3:forces:R:3:lowdin_charge:R:1 method="wB97M-V/def2-TZVPD" mol_weight_g_mol=132.1 homo_energy_ev=-9.4 e_lumo_ev=-0.423 multiplicity=1 total_energy_ha=-774.91887 smiles="O=CNC(=O)NC=S" orbital_gap_ev=8.972 e_above_lowest_ev=0.2153
O -1.162926 -1.077761 -2.461193 -0.1 0.0 -0.1 0.0826
C -0.502800 -0.671737 -1.552580 0.5 0.1 0.7 -0.3155
N -0.765959 -1.003375 -0.216320 -0.8 -0.6 -0.5 0.1380
C 0.060229 -0.812986 0.881203 0.1 0.0 0.2 -0.5142
O 0.165247 -1.616352 1.772427 0.0 0.2 -0.2 0.1157
N 0.773619 0.391838 0.893606 0.2 0.0 0.2 0.0380
C 0.371097 1.602819 0.406151 -0.4 0.3 -0.4 -0.7376
S 1.173480 2.999473 0.620559 -0.2 -0.4 0.0 0.6588
H 0.392771 -0.031478 -1.647068 -0.2 -0.1 -0.2 0.1380
H -1.450231 -1.763106 -0.117182 0.5 0.4 0.1 0.1725
H 1.525312 0.414756 1.579103 -0.1 0.0 -0.2 0.1461
H -0.579840 1.567909 -0.158706 0.5 0.0 0.3 0.0774

***

What is the multiplicity in the fourth record? 1